# 1
{"formula": "C4H13NO", "method": "ωB97M-V/def2-TZVPD", "species": ["C", "N", "C", "C", "C", "H", "H", "H", "H", "H", "H", "H", "H", "H", "H", "H", "O", "H", "H"], "coordinates": [[-0.07298, 1.32688, 0.91870], [0.71570, 0.32147, 0.21198], [0.03020, -0.32567, -1.02631], [-1.10921, 0.56012, -1.52047], [-0.33145, -1.72557, -0.64381], [-0.68987, 0.80359, 1.63897], [-0.67202, 2.07727, 0.40334], [0.60091, 1.90507, 1.56981], [1.58721, 0.74808, -0.08148], [0.77785, -0.29705, -1.81496], [-1.26255, 0.45062, -2.61387], [-0.83831, 1.62543, -1.62125], [-2.12267, 0.31186, -1.16852], [-1.03860, -1.61831, 0.18642], [0.48531, -2.41595, -0.44052], [-0.86291, -2.17213, -1.50701], [1.85971, -0.67403, 2.68236], [1.08752, -0.34078, 3.11342], [1.85615, -0.56090, 1.71323]], "atomic_forces_ev_per_a": [[0.7, 0.0, 1.5], [-0.4, 0.2, -1.6], [1.3, 1.8, 1.3], [-0.5, -0.2, -2.3], [-1.4, -0.3, -1.0], [-0.6, -0.1, 0.0], [0.1, -0.3, -0.5], [0.1, -0.2, -0.3], [-0.2, 0.0, -0.3], [0.2, -0.2, 0.0], [0.2, -0.9, 0.2], [-0.3, -0.3, 1.1], [0.5, 0.6, 0.6], [0.2, -0.6, 0.0], [0.2, 0.5, 0.4], [-0.1, 0.1, 0.4], [1.7, -0.7, -0.1], [-0.8, 0.4, -0.4], [-1.0, 0.2, 0.7]], "smiles": "CNC(C)C.O"}

# 2
{"formula": "C29H26ClIN2O2S2SiTi", "method": "ωB97M-V/def2-TZVPD", "species": ["Ti", "C", "Si", "C", "C", "C", "C", "C", "C", "N", "C", "S", "H", "H", "H", "H", "H", "H", "H", "H", "H", "H", "H", "H", "Cl", "C", "C", "C", "I", "C", "O", "C", "N", "C", "C", "C", "C", "H", "H", "H", "H", "O", "S", "C", "C", "C", "C", "C", "C", "C", "C", "C", "C", "C", "C", "H", "H", "H", "H", "H", "H", "H", "H", "H", "H"], "coordinates": [[-0.63422, -0.43270, 0.61223], [4.04125, 0.33714, 4.18109], [4.08252, 1.30090, 2.61638], [3.16690, 2.91339, 2.72936], [5.82762, 1.61807, 2.08230], [3.28242, 0.27406, 1.23589], [4.04721, -0.25553, 0.20244], [3.47926, -0.94905, -0.86726], [2.11806, -1.06586, -0.90099], [1.34709, -0.56554, 0.07183], [1.89549, 0.04381, 1.13577], [0.67410, 0.48386, 2.34792], [4.52967, 0.88658, 4.99375], [4.56826, -0.61376, 4.04883], [3.01172, 0.12233, 4.48108], [3.86962, 3.73300, 2.91626], [2.41916, 2.91109, 3.53047], [2.64665, 3.11834, 1.78296], [6.23101, 2.46844, 2.64557], [5.87927, 1.87689, 1.01815], [6.48677, 0.75930, 2.26155], [5.12704, -0.13773, 0.22728], [4.08426, -1.36828, -1.65955], [1.60583, -1.55943, -1.71482], [-4.16566, -3.69635, -3.44930], [-3.11281, -3.24795, -2.15132], [-2.04206, -4.03581, -1.85005], [-1.17177, -3.71520, -0.78941], [0.44542, -4.92580, -0.37004], [-1.39589, -2.59268, -0.02046], [-0.64558, -2.21275, 1.02728], [-2.50937, -1.75677, -0.35818], [-2.69195, -0.63907, 0.43840], [-3.74155, 0.10381, 0.21613], [-4.66397, -0.14568, -0.81974], [-4.47649, -1.21395, -1.63190], [-3.37935, -2.08049, -1.41470], [-1.86893, -4.93066, -2.43511], [-3.87868, 0.95110, 0.87591], [-5.50113, 0.52696, -0.95957], [-5.16899, -1.42250, -2.43856], [-0.74658, 1.27270, -0.39226], [-1.19168, 2.46165, 0.49941], [0.11815, 3.63157, 0.31740], [0.24388, 4.59530, 1.30426], [1.23937, 5.55115, 1.16393], [2.08810, 5.51075, 0.06535], [1.95484, 4.51701, -0.89968], [0.95928, 3.55955, -0.78216], [-2.46686, 3.21887, -0.47689], [-3.28514, 4.14658, 0.15400], [-4.28226, 4.76325, -0.58895], [-4.45257, 4.43489, -1.93047], [-3.63162, 3.48904, -2.53674], [-2.62465, 2.86849, -1.80879], [-0.40676, 4.59561, 2.17390], [1.35900, 6.31749, 1.92006], [2.86942, 6.25337, -0.03486], [2.62707, 4.48881, -1.74832], [0.84561, 2.77249, -1.51590], [-3.15301, 4.38792, 1.20588], [-4.92873, 5.49480, -0.11951], [-5.23419, 4.91634, -2.50591], [-3.77229, 3.23461, -3.58082], [-1.98009, 2.12570, -2.26239]], "atomic_forces_ev_per_a": [[1.1, 0.9, 0.9], [0.0, -0.2, 0.4], [-0.2, -0.1, -0.3], [-0.3, 0.3, 0.0], [0.4, 0.1, -0.1], [-0.2, -0.1, -0.1], [0.1, 0.0, 0.1], [0.2, 0.0, 0.0], [-0.3, 0.0, -0.1], [0.9, 0.0, 0.0], [0.3, 0.2, 0.1], [0.4, 0.1, 0.0], [-0.1, -0.1, -0.1], [-0.1, 0.1, 0.1], [0.1, 0.0, 0.0], [-0.1, -0.1, 0.0], [0.1, 0.0, -0.2], [0.1, 0.0, 0.2], [0.0, -0.2, -0.1], [0.1, 0.0, 0.2], [-0.1, 0.1, -0.1], [-0.1, 0.0, 0.0], [0.0, 0.0, 0.0], [-0.1, -0.1, -0.1], [0.0, 0.0, 0.0], [-0.2, 0.0, -0.2], [0.3, -0.2, 0.1], [-0.1, 0.0, -0.2], [0.1, -0.1, 0.1], [-0.1, -0.1, 0.3], [-0.6, -1.5, -0.3], [-0.2, -0.2, 0.1], [-1.0, -0.7, -0.3], [-0.4, 0.3, 0.0], [-0.1, 0.4, 0.3], [-0.1, -0.3, -0.3], [-0.1, 0.2, 0.0], [0.0, 0.0, 0.1], [0.0, 0.1, 0.0], [0.1, -0.1, 0.1], [0.1, 0.0, 0.0], [-0.4, 0.8, -0.3], [0.0, 0.0, -0.3], [0.0, -0.1, 0.0], [0.0, 0.1, 0.0], [0.0, 0.1, 0.0], [0.0, 0.0, 0.0], [0.0, 0.0, 0.0], [0.1, 0.1, 0.0], [0.0, 0.0, -0.1], [-0.1, 0.0, 0.0], [0.0, 0.0, 0.0], [0.0, 0.0, 0.0], [0.0, 0.0, 0.0], [-0.1, 0.1, -0.1], [0.1, 0.0, -0.1], [0.0, -0.1, 0.0], [0.0, 0.0, 0.0], [0.0, 0.0, 0.0], [0.0, 0.0, 0.0], [0.0, 0.0, -0.1], [0.0, 0.0, 0.0], [0.0, 0.0, 0.0], [0.0, 0.0, 0.1], [0.0, 0.1, 0.0]], "multiplicity": 2, "charge": 1, "s2": 0.755}

no.,DFT total energy (eV)
1,-7895.527
2,-110855.087